1.
{
  "formula": "C38H69BrN6O6RbS2SbSeSi4",
  "method": "ωB97M-V with the def2-TZVPD basis set",
  "species": ["Rb", "O", "S", "O", "O", "C", "C", "C", "C", "C", "C", "S", "O", "O", "O", "H", "H", "H", "H", "Br", "C", "C", "C", "C", "C", "N", "H", "H", "H", "H", "C", "N", "C", "C", "N", "C", "C", "Se", "H", "H", "H", "H", "H", "H", "H", "H", "C", "C", "C", "Sb", "C", "C", "C", "C", "C", "C", "H", "H", "H", "H", "H", "H", "H", "H", "H", "H", "H", "H", "H", "H", "H", "H", "H", "H", "H", "H", "H", "N", "C", "C", "N", "C", "C", "N", "H", "H", "H", "H", "H", "C", "Si", "C", "C", "Si", "Si", "C", "C", "C", "Si", "C", "C", "C", "H", "H", "H", "H", "H", "H", "H", "H", "H", "H", "H", "H", "H", "H", "H", "H", "H", "H", "H", "H", "H", "H", "H", "H", "H", "H", "H"],
  "coordinates": [[-0.9916, 0.0174, -0.0618], [-4.3113, 0.0847, 0.3422], [-4.1284, -0.6306, -0.9108], [-5.1245, -1.6723, -1.1073], [-2.7657, -1.0838, -1.1620], [-4.5020, 0.5871, -2.1984], [-5.5368, 0.2638, -3.0663], [-5.9834, 1.1660, -4.0174], [-5.4023, 2.4237, -4.0879], [-4.3566, 2.7428, -3.2365], [-3.8936, 1.8321, -2.2927], [-2.4080, 2.3387, -1.3923], [-2.5159, 2.1621, 0.0486], [-2.2924, 3.7512, -1.7479], [-1.3370, 1.5463, -1.9862], [-5.9747, -0.7184, -2.9567], [-6.7926, 0.8960, -4.6848], [-5.7688, 3.1532, -4.8001], [-3.8793, 3.7102, -3.2790], [0.0378, -2.7274, 5.0921], [-1.5471, -2.0420, 4.2821], [-2.7734, -2.4017, 4.8077], [-3.8999, -1.8645, 4.1959], [-3.7346, -1.0104, 3.1171], [-2.4496, -0.7280, 2.6861], [-1.3569, -1.2348, 3.2630], [-2.8474, -3.0750, 5.6488], [-4.8866, -2.1150, 4.5624], [-4.5671, -0.5697, 2.5900], [-2.2958, -0.0592, 1.8553], [0.8403, 0.5236, -4.8750], [0.4746, 1.8758, -4.5301], [-0.6125, 2.5736, -5.0108], [-0.6205, 3.7754, -4.4036], [0.4542, 3.8121, -3.5432], [0.7008, 4.8334, -2.5562], [1.1030, 2.6279, -3.6025], [2.6840, 2.2180, -2.7917], [0.4849, 0.3007, -5.8799], [0.4066, -0.1831, -4.1654], [1.9253, 0.4407, -4.8356], [-1.2967, 2.1503, -5.7225], [-1.3044, 4.5959, -4.4860], [0.5014, 5.8168, -2.9813], [1.7383, 4.7596, -2.2384], [0.0339, 4.6740, -1.7099], [-1.6744, 5.7527, 0.5631], [-1.5207, 5.0669, 1.9119], [-1.1156, 6.0971, 2.9603], [-0.2308, 3.2453, 1.7970], [-0.9597, 2.4191, 3.7443], [-2.4830, 2.4797, 3.8107], [-0.3418, 2.9866, 5.0161], [1.5970, 4.3113, 2.5495], [2.6764, 3.3361, 3.0044], [2.1400, 5.1530, 1.3974], [-2.4337, 6.5422, 0.6228], [-1.9922, 5.0473, -0.1954], [-0.7359, 6.2131, 0.2401], [-2.4902, 4.6389, 2.1765], [-0.1671, 6.5669, 2.6926], [-1.0091, 5.6565, 3.9520], [-1.8734, 6.8874, 3.0180], [-0.6721, 1.3675, 3.6682], [-2.8229, 3.4926, 4.0380], [-2.8586, 1.8199, 4.6011], [-2.9322, 2.1639, 2.8671], [-0.6294, 4.0278, 5.1695], [0.7452, 2.9343, 4.9933], [-0.6814, 2.4163, 5.8889], [1.3319, 4.9619, 3.3869], [3.0100, 2.7231, 2.1662], [2.3233, 2.6609, 3.7821], [3.5470, 3.8730, 3.3991], [2.4293, 4.5017, 0.5688], [3.0262, 5.7209, 1.7032], [1.3947, 5.8600, 1.0258], [5.4119, -0.3349, 1.1617], [4.2317, -0.2324, 1.8559], [3.0297, 0.1238, 1.2179], [1.8971, 0.2339, 1.8854], [1.9426, -0.0181, 3.1967], [3.1285, -0.3338, 3.8276], [4.2844, -0.4315, 3.1716], [5.3347, -0.5053, 0.1726], [6.1370, -0.8461, 1.6353], [2.9918, 0.3094, 0.1488], [1.0105, 0.0462, 3.7398], [3.1684, -0.5327, 4.8921], [3.5646, -6.0703, 0.2675], [3.1102, -4.1964, 0.1989], [3.0915, -3.7392, 2.0557], [4.7238, -3.4061, -0.4869], [1.2421, -3.2795, -0.8968], [1.8823, -3.6293, -3.1386], [0.3750, -3.3699, -4.2973], [3.1673, -2.3226, -3.7149], [2.6517, -5.2659, -3.8188], [-0.4483, -4.8763, -0.5672], [-0.9604, -4.8255, 1.2755], [-0.2156, -6.7563, -0.9491], [-2.0253, -4.4365, -1.5334], [4.5449, -6.2644, 0.7104], [3.5586, -6.5027, -0.7356], [2.8204, -6.6101, 0.8579], [4.0362, -3.9405, 2.5675], [2.3097, -4.2991, 2.5741], [2.8606, -2.6815, 2.1897], [5.5194, -3.3185, 0.2569], [4.5086, -2.4075, -0.8735], [5.1115, -3.9912, -1.3238], [-0.3446, -2.7013, -3.8195], [-0.1398, -4.3169, -4.4726], [0.6280, -2.9453, -5.2719], [3.0326, -1.3854, -3.1698], [3.1060, -2.0941, -4.7819], [4.1835, -2.6674, -3.5104], [2.0085, -6.1134, -3.5704], [3.6221, -5.4484, -3.3502], [2.8004, -5.2667, -4.9017], [-0.0989, -4.9672, 1.9320], [-1.7064, -5.5789, 1.5392], [-1.3872, -3.8439, 1.4967], [0.6805, -7.1440, -0.4593], [-0.0833, -6.9017, -2.0240], [-1.0615, -7.3720, -0.6328], [-2.2652, -3.3794, -1.4142], [-2.9011, -4.9996, -1.2019], [-1.8957, -4.6245, -2.6014]],
  "lowdin_charge": [0.76, -0.34, 0.43, -0.34, -0.57, -0.20, -0.06, -0.09, -0.09, -0.07, -0.20, 0.39, -0.52, -0.37, -0.49, 0.10, 0.09, 0.09, 0.10, 0.72, -0.75, -0.12, -0.06, -0.04, -0.17, 0.06, 0.09, 0.10, 0.10, 0.01, -0.04, -0.13, -0.05, -0.07, -0.12, -0.04, -0.78, 0.57, 0.09, 0.10, 0.04, 0.12, 0.12, 0.09, 0.04, 0.07, -0.16, -0.54, -0.16, 1.56, -0.54, -0.16, -0.14, -0.57, -0.16, -0.17, 0.07, 0.02, 0.06, 0.07, 0.06, 0.04, 0.07, 0.03, 0.07, 0.07, 0.06, 0.05, 0.05, 0.07, 0.07, 0.06, 0.04, 0.07, 0.07, 0.07, 0.04, 0.13, -0.39, -0.09, 0.08, -0.18, -0.15, 0.12, 0.08, 0.09, 0.10, 0.06, 0.10, -0.24, 0.29, -0.24, -0.25, 0.37, 0.29, -0.25, -0.25, -0.24, 0.29, -0.23, -0.23, -0.22, 0.01, 0.00, 0.00, 0.02, 0.00, -0.01, 0.01, -0.01, 0.01, 0.01, 0.01, 0.01, 0.00, 0.01, 0.00, 0.00, 0.00, 0.01, 0.00, 0.02, 0.01, -0.01, 0.00, 0.01, 0.00, 0.03, 0.01],
  "gap_ha": 0.1940,
  "e_homo_ev": -1.75,
  "total_energy_ev": -257519.46803,
  "charge": -2,
  "mol_weight_g_mol": 1248.58
}

2.
{
  "formula": "C3H15NO3",
  "method": "ωB97M-V with the def2-TZVPD basis set",
  "species": ["C", "C", "C", "N", "H", "H", "H", "H", "H", "H", "H", "H", "H", "O", "H", "H", "O", "H", "H", "O", "H", "H"],
  "coordinates": [[-0.6410, -0.3674, 1.7606], [0.8133, -0.2113, 2.2213], [1.6481, 0.5828, 1.1889], [1.6324, -0.0251, -0.1619], [-1.0447, 0.6101, 1.5305], [-1.1791, -0.7729, 2.6253], [-0.7487, -1.0734, 0.9400], [0.9618, 0.3724, 3.1318], [1.3366, -1.1606, 2.3537], [2.6948, 0.5737, 1.5158], [1.3282, 1.6290, 1.1505], [1.4054, -1.0114, -0.1733], [2.5519, 0.0152, -0.5770], [-2.8106, -0.0036, -2.6004], [-2.6188, 0.1768, -3.5286], [-2.0982, 0.4991, -2.1638], [-0.4757, 1.3080, -1.5191], [-0.4625, 2.2436, -1.7310], [0.4081, 1.0242, -1.2007], [-0.7808, -1.8557, -1.4981], [-1.5831, -1.5345, -1.9479], [-0.3374, -1.0189, -1.3165]],
  "lowdin_charge": [-0.09, -0.25, -0.27, -0.02, 0.07, 0.07, 0.05, 0.10, 0.10, 0.10, 0.11, 0.07, 0.08, -0.07, 0.05, 0.00, -0.08, 0.05, 0.01, -0.07, 0.01, -0.03],
  "gap_ha": 0.3950,
  "e_homo_ev": -10.15,
  "total_energy_ev": -10987.26220,
  "charge": 0,
  "smiles": "CCCN.O.O.O",
  "mol_weight_g_mol": 113.16
}

3.
{
  "formula": "C39H51N4NaO3S2Sb2",
  "method": "ωB97M-V with the def2-TZVPD basis set",
  "species": ["Na", "C", "C", "C", "C", "C", "C", "C", "C", "C", "C", "H", "H", "H", "H", "H", "H", "H", "H", "H", "H", "H", "H", "H", "H", "N", "C", "C", "C", "C", "C", "C", "S", "O", "O", "N", "C", "N", "C", "C", "C", "N", "H", "H", "H", "H", "H", "H", "H", "H", "H", "C", "Sb", "C", "C", "C", "C", "C", "C", "C", "C", "C", "Sb", "C", "C", "H", "H", "H", "H", "H", "H", "H", "H", "H", "H", "H", "H", "H", "H", "H", "H", "H", "H", "H", "H", "C", "S", "O", "C", "C", "C", "C", "C", "C", "H", "H", "H", "H", "H", "H", "H", "H"],
  "coordinates": [[-0.4898, 0.9052, 0.1348], [-5.9054, 0.9554, -3.2950], [-4.4811, 0.5473, -2.8937], [-3.5945, 0.5468, -4.1372], [-3.9828, 1.4437, -1.7800], [-4.5388, 1.3228, -0.5120], [-4.1461, 2.1454, 0.5266], [-3.1747, 3.1174, 0.3348], [-2.7542, 4.0456, 1.4310], [-2.6119, 3.2388, -0.9292], [-3.0073, 2.4150, -1.9672], [-6.2841, 0.2862, -4.0661], [-5.9056, 1.9702, -3.6874], [-6.5809, 0.9212, -2.4430], [-4.5252, -0.4744, -2.4938], [-3.6540, 1.5025, -4.6518], [-3.9353, -0.2211, -4.8279], [-2.5587, 0.3477, -3.8809], [-5.3074, 0.5810, -0.3423], [-4.6172, 2.0428, 1.4959], [-3.2379, 3.7932, 2.3724], [-3.0121, 5.0742, 1.1761], [-1.6740, 3.9818, 1.5539], [-1.8844, 4.0178, -1.1128], [-2.5655, 2.5606, -2.9410], [2.2254, 3.4752, 7.1841], [2.0499, 3.1162, 5.8730], [3.1346, 3.1258, 4.9896], [2.9479, 2.8343, 3.6561], [1.6837, 2.5314, 3.1844], [0.5984, 2.5204, 4.0416], [0.7775, 2.8076, 5.3818], [1.4903, 2.0322, 1.4851], [2.6187, 2.4741, 0.7093], [0.2086, 2.5552, 1.0114], [1.2700, 0.4525, 1.3684], [2.2653, -0.3440, 1.7350], [2.2869, -1.5724, 1.1736], [3.2393, -2.3916, 1.5648], [4.1973, -2.0415, 2.5032], [4.1109, -0.7451, 2.9932], [3.1697, 0.0947, 2.6266], [3.1628, 3.4908, 7.5460], [1.4884, 3.2744, 7.8366], [4.1166, 3.3692, 5.3684], [3.7676, 2.8361, 2.9585], [-0.3845, 2.3063, 3.6469], [-0.0624, 2.8045, 6.0639], [3.2250, -3.3722, 1.0979], [4.9608, -2.7289, 2.8265], [4.8199, -0.3598, 3.7208], [-1.1905, -4.3435, -1.4015], [0.1301, -2.5999, -1.0659], [-1.0935, -1.3769, -2.3509], [1.5354, -3.3287, -2.6386], [1.4579, -2.5903, -3.9123], [0.6327, -3.0779, -4.9256], [0.4849, -2.4162, -6.1313], [1.1647, -1.2266, -6.3360], [1.9978, -0.7374, -5.3478], [2.1805, -1.4023, -4.1362], [3.1310, -0.8552, -3.1605], [2.2606, 0.2658, -1.4516], [4.2963, 0.4387, -0.7534], [2.2935, 2.1683, -2.4988], [-1.4022, -4.4506, -2.4622], [-2.1273, -4.2214, -0.8612], [-0.7035, -5.2515, -1.0478], [-0.8612, -1.5571, -3.3950], [-0.9128, -0.3316, -2.1068], [-2.1369, -1.6015, -2.1616], [1.2923, -4.3791, -2.7887], [2.5205, -3.2586, -2.1852], [0.1150, -4.0160, -4.7639], [-0.1528, -2.8252, -6.9043], [1.0615, -0.6939, -7.2716], [2.5436, 0.1811, -5.5205], [3.8210, -0.1724, -3.6527], [3.7125, -1.6444, -2.6874], [4.9197, 0.8465, -1.5496], [4.6740, -0.5379, -0.4601], [4.3070, 1.1047, 0.0976], [3.2614, 2.3337, -2.9671], [2.1062, 2.9459, -1.7651], [1.5116, 2.1852, -3.2569], [-3.4904, -1.3975, 2.2858], [-2.1565, -1.7165, 1.0530], [-1.8824, -0.3749, 0.4872], [-0.8919, -2.0369, 2.2982], [-0.3544, -3.3120, 2.3768], [0.6457, -3.5709, 3.2970], [1.1100, -2.5540, 4.1166], [0.5647, -1.2839, 4.0385], [-0.4453, -1.0256, 3.1265], [-3.1594, -0.6245, 2.9711], [-3.7125, -2.3141, 2.8202], [-4.3579, -1.0609, 1.7305], [-0.7187, -4.0932, 1.7238], [1.0929, -4.5505, 3.3651], [1.9135, -2.7543, 4.8099], [0.9320, -0.4859, 4.6686], [-0.8611, -0.0328, 3.0384]],
  "lowdin_charge": [0.13, -0.06, -0.38, -0.08, -0.21, -0.05, -0.05, -0.28, -0.04, -0.04, -0.02, 0.08, 0.09, 0.07, 0.13, 0.08, 0.08, 0.06, 0.11, 0.11, 0.08, 0.09, 0.06, 0.12, 0.11, 0.10, -0.33, -0.02, -0.07, -0.28, -0.07, -0.03, 0.61, -0.33, -0.36, -0.17, -0.56, 0.07, -0.16, -0.06, -0.13, 0.14, 0.09, 0.09, 0.11, 0.11, 0.11, 0.11, 0.11, 0.09, 0.11, -0.33, 1.35, -0.32, -0.30, -0.31, -0.07, -0.10, -0.10, -0.05, -0.29, -0.32, 1.43, -0.28, -0.30, -0.01, -0.02, -0.01, 0.01, -0.02, 0.01, 0.06, 0.03, 0.11, 0.10, 0.10, 0.11, 0.06, 0.05, 0.02, 0.00, -0.02, 0.00, -0.01, 0.00, -0.19, 0.90, -0.58, -0.41, -0.12, -0.08, -0.08, -0.07, -0.09, 0.05, 0.06, 0.04, 0.10, 0.11, 0.11, 0.11, 0.10],
  "gap_ha": 0.2714,
  "e_homo_ev": -7.25,
  "total_energy_ev": -92535.38685,
  "charge": 0,
  "mol_weight_g_mol": 954.51
}

4.
{
  "formula": "C8H18BrHfN",
  "method": "ωB97M-V with the def2-TZVPD basis set",
  "species": ["C", "C", "C", "N", "C", "C", "C", "C", "C", "H", "H", "H", "H", "H", "H", "H", "H", "H", "H", "H", "H", "H", "H", "H", "H", "H", "H", "Hf", "Br"],
  "coordinates": [[1.4079, -1.6965, 2.6588], [1.0413, -0.4004, 1.9252], [-0.0133, -0.5275, 0.8670], [0.0002, 0.5092, -0.2714], [-0.1276, 1.9631, 0.2861], [1.2933, 0.3696, -1.1221], [0.8620, 0.1938, -2.5930], [-0.4713, -0.5660, -2.4480], [-1.1453, 0.1661, -1.2391], [2.0984, -1.5225, 3.4840], [1.9028, -2.3580, 1.9477], [0.5247, -2.2395, 2.9952], [1.9553, 0.0900, 1.5901], [0.5980, 0.2475, 2.6814], [-1.0153, -0.5164, 1.2959], [0.2161, -1.4556, 0.3434], [-1.0353, 2.0472, 0.8837], [-0.2534, 2.6937, -0.5130], [0.7393, 2.1763, 0.9115], [2.0111, 1.1502, -0.8701], [1.8979, -0.4958, -0.8509], [0.7963, 1.1715, -3.0703], [1.6115, -0.4581, -3.0417], [-1.0642, -0.5748, -3.3626], [-0.2536, -1.6149, -2.2469], [-1.5431, 1.0899, -1.6591], [-1.9323, -0.4319, -0.7796], [-6.3202, -0.1176, 0.7972], [-3.7812, 1.1074, 1.4008]],
  "lowdin_charge": [0.03, -0.15, -0.10, -0.22, 0.06, -0.05, -0.07, -0.09, -0.10, 0.13, 0.15, 0.12, 0.15, 0.19, 0.12, 0.17, 0.05, 0.13, 0.12, 0.16, 0.15, 0.16, 0.15, 0.14, 0.15, 0.14, 0.10, 2.02, 0.21],
  "gap_ha": 0.0790,
  "e_homo_ev": -23.15,
  "total_energy_ev": -81368.78788,
  "charge": 4,
  "mol_weight_g_mol": 386.63
}

Let's list LUMO energy in order: 3.53; 0.60; 0.13; -21.00 eV.